{"formula": "C32H48BF6N13O6PrSb", "method": "wB97M-V/def2-TZVPD", "elements": ["Pr", "O", "C", "O", "C", "C", "C", "C", "C", "N", "C", "O", "O", "H", "H", "H", "H", "H", "C", "C", "C", "C", "C", "C", "N", "N", "B", "N", "C", "C", "C", "N", "C", "C", "C", "N", "C", "C", "C", "N", "C", "C", "C", "H", "H", "H", "H", "H", "H", "H", "H", "H", "H", "H", "H", "H", "H", "H", "H", "H", "H", "H", "H", "H", "H", "H", "H", "H", "H", "H", "H", "N", "N", "C", "O", "O", "H", "H", "H", "F", "Sb", "F", "F", "F", "F", "F", "C", "N", "C", "N", "C", "N", "C", "N", "C", "C", "H", "H", "H", "H", "H", "H", "H", "H", "H", "H", "H", "H"], "positions_angstrom": [[-20.33598, -1.13916, 3.88353], [-21.05281, -4.10672, 0.33392], [-20.61927, -3.46812, 1.38627], [-21.17022, -2.51794, 1.92066], [-19.35091, -4.00314, 1.93280], [-18.45216, -4.89415, 1.33621], [-17.33872, -5.27353, 2.05363], [-17.14667, -4.82428, 3.36393], [-18.09554, -3.95550, 3.86495], [-19.12816, -3.51258, 3.15027], [-18.16768, -3.40226, 5.23995], [-17.77011, -4.17638, 6.22617], [-18.64327, -2.29286, 5.44905], [-21.76727, -3.61282, -0.09631], [-18.64065, -5.25131, 0.31892], [-16.58883, -5.90626, 1.57146], [-16.24620, -5.08503, 3.90822], [-17.56683, -5.06782, 5.93792], [-18.21062, 3.04400, 7.50317], [-17.76597, 1.83898, 6.70840], [-17.42113, 2.18917, 5.29118], [-18.85931, 0.77944, 6.81652], [-18.94497, -0.07816, 7.94480], [-20.03943, -0.84557, 7.67310], [-20.59429, -0.46297, 6.50551], [-19.86873, 0.56331, 5.98178], [-22.16748, -0.69745, 6.52239], [-22.29921, -2.24092, 6.40533], [-22.88506, -3.01856, 7.31999], [-22.78572, -4.33240, 6.90647], [-22.12025, -4.27427, 5.69697], [-21.79630, -2.99965, 5.38998], [-21.87978, -5.56888, 4.93131], [-22.29133, -5.51737, 3.47018], [-20.48747, -6.14271, 5.14177], [-22.93338, 0.06755, 5.47962], [-24.04894, 0.77967, 5.63642], [-24.40952, 1.23772, 4.40151], [-23.44832, 0.74230, 3.49879], [-22.54110, 0.04846, 4.19296], [-23.31156, 1.02079, 2.03155], [-24.71442, 1.10655, 1.42474], [-22.47599, 2.27791, 1.82373], [-17.39514, 3.72300, 7.70144], [-18.98213, 3.64069, 6.94009], [-18.61962, 2.74223, 8.46599], [-16.91383, 1.36442, 7.21851], [-18.26040, 2.67399, 4.80112], [-17.19442, 1.27364, 4.71054], [-16.54887, 2.87055, 5.23885], [-18.30725, -0.11467, 8.82028], [-20.45205, -1.68107, 8.24087], [-22.59601, -0.40972, 7.61283], [-23.25858, -2.61819, 8.22594], [-23.16948, -5.19887, 7.42164], [-22.55331, -6.25468, 5.43303], [-21.55320, -4.98472, 2.85849], [-22.37601, -6.49449, 3.00572], [-23.25680, -5.04091, 3.33645], [-19.73156, -5.77234, 4.40616], [-20.13334, -5.90968, 6.13153], [-20.48918, -7.23324, 5.04400], [-24.47466, 0.91347, 6.60852], [-25.24568, 1.86216, 4.14522], [-22.83644, 0.14721, 1.59200], [-25.28313, 1.89069, 1.86059], [-24.67843, 1.25900, 0.33664], [-25.25804, 0.18037, 1.61411], [-22.92010, 3.11466, 2.32268], [-21.47909, 2.19376, 2.24948], [-22.37457, 2.53054, 0.77339], [-16.22124, 0.86744, 1.13102], [-17.19783, 1.50398, 1.79446], [-18.28717, 0.79859, 2.54603], [-19.19210, 1.52499, 2.92040], [-18.05670, -0.40676, 2.74658], [-15.79402, 1.26439, 0.28844], [-16.54452, -0.05347, 0.92467], [-17.15534, 2.49232, 1.66339], [-20.50368, -0.10707, 1.08692], [-20.11693, -0.49933, -0.75905], [-19.11566, -1.98443, -0.16573], [-21.68185, -1.49255, -0.83623], [-19.60338, -0.87079, -2.52950], [-21.13641, 1.01151, -1.16839], [-18.53331, 0.51448, -0.51334], [-14.98534, -2.01409, 3.67746], [-15.53969, -2.52255, 4.95712], [-14.51083, -3.30025, 5.62080], [-13.28411, -2.53072, 5.84883], [-12.77661, -2.05337, 4.56425], [-13.78228, -1.21545, 3.85978], [-14.09924, -0.10483, 4.74511], [-14.62640, -0.52909, 6.03306], [-15.81424, -1.36091, 5.80547], [-13.60065, -1.35635, 6.69532], [-15.71358, -1.37339, 3.17485], [-14.76019, -2.88555, 3.04190], [-14.30566, -4.18379, 5.01841], [-14.89488, -3.60554, 6.59896], [-12.56938, -2.91533, 3.92251], [-11.86844, -1.46166, 4.74669], [-14.83165, 0.53678, 4.27403], [-13.18790, 0.49998, 4.91516], [-16.56147, -0.70812, 5.30085], [-16.21076, -1.71354, 6.74973], [-13.98306, -1.68091, 7.66342], [-12.69274, -0.79958, 6.81545]], "forces_ev_per_a": [[0.3, 0.2, -0.1], [0.1, -0.1, 0.0], [-0.2, 0.5, -0.5], [-0.1, -0.3, 0.0], [1.0, -0.2, 0.8], [-1.0, 0.2, -0.5], [0.7, -0.2, 0.1], [0.0, -0.1, -0.6], [-0.4, 0.3, -0.4], [0.0, -0.1, -0.1], [0.3, 0.9, 0.2], [-0.1, 0.5, 0.6], [0.2, -0.9, -0.2], [-0.2, 0.3, -0.1], [0.1, 0.1, 0.4], [-0.3, 0.1, 0.3], [-0.2, 0.0, 0.1], [0.1, -0.3, -0.2], [-0.9, 0.9, -0.2], [-0.6, -1.0, 0.2], [0.7, 0.0, -0.7], [0.5, 0.3, 0.4], [-0.3, -0.1, -0.4], [0.5, -0.9, 1.0], [-0.5, -0.4, 0.2], [0.3, 0.4, -0.7], [-0.2, -0.2, 0.7], [-0.1, -0.1, 0.1], [0.4, -0.5, -0.4], [-0.4, 0.5, 0.7], [0.3, -0.3, -0.6], [0.1, 0.0, -0.4], [0.0, 0.5, -0.2], [0.2, 0.2, -0.5], [0.8, -0.2, -0.8], [0.8, -0.4, 0.6], [0.2, 0.0, -0.2], [-0.3, 0.3, -0.9], [0.0, 0.5, 0.4], [0.2, -0.3, -0.6], [-0.5, -0.3, 0.2], [0.5, -0.7, -0.7], [0.3, -0.2, -0.2], [0.4, 0.2, 0.0], [0.6, -0.7, 0.6], [-0.1, 0.1, 0.0], [0.0, 0.3, -0.2], [-0.1, 0.1, 0.0], [0.1, 0.4, 0.3], [-0.4, -0.4, 0.1], [-0.1, 0.0, -0.3], [0.0, 0.4, -0.2], [-0.1, 0.0, -0.2], [-0.4, 0.4, 0.5], [0.1, 0.0, -0.1], [-0.2, -0.2, 0.0], [-0.2, 0.0, 0.3], [0.1, -0.4, 0.2], [-0.1, 0.2, 0.0], [-0.7, -0.1, 0.4], [0.2, 0.1, 0.5], [-0.1, 0.1, -0.1], [-0.1, 0.0, 0.2], [-0.1, 0.0, 0.1], [0.3, 0.0, -0.2], [-0.5, 0.9, 0.3], [0.1, 0.0, 0.3], [0.0, -0.1, -0.1], [-0.5, 0.6, 0.3], [0.1, -0.2, -0.1], [0.0, -0.1, -0.2], [-1.4, 0.1, 0.3], [1.6, -0.4, -1.2], [-0.3, 0.6, 0.5], [0.3, -0.4, -0.5], [-0.1, -0.5, -0.1], [-0.3, 0.7, 0.6], [0.0, -1.3, 0.2], [-0.6, 0.8, 0.3], [0.1, -0.2, 0.4], [0.4, 1.1, -0.3], [0.1, -0.5, 0.3], [-0.7, -1.0, 0.0], [-0.2, 0.0, 0.3], [0.2, 0.2, -0.2], [0.3, 0.3, 0.1], [0.0, -0.3, 0.0], [-0.3, 0.6, -0.6], [0.3, 0.1, 0.5], [0.0, -0.2, 0.3], [-0.3, 0.1, -0.1], [0.6, -0.4, 0.3], [0.4, 0.6, 0.2], [0.1, -0.3, 0.6], [-0.2, 1.0, -0.6], [-0.8, -0.7, -0.9], [-0.3, -0.2, 0.1], [0.0, 0.3, 0.1], [0.3, -0.1, 0.0], [0.0, -0.1, -0.1], [0.2, 0.1, 0.1], [-0.2, -0.2, -0.2], [-0.3, 0.2, -0.3], [-0.4, -0.3, -0.1], [0.3, -0.6, 0.3], [-0.1, 0.0, 0.3], [0.1, -0.1, 0.0], [0.4, 0.5, 0.2]], "mulliken_spin": [1.990, 0.000, -0.001, -0.004, 0.003, 0.000, 0.000, 0.000, 0.000, -0.003, 0.002, 0.000, 0.003, 0.000, 0.000, 0.000, 0.000, 0.000, 0.000, -0.003, 0.020, 0.001, -0.002, 0.004, 0.003, -0.004, -0.011, -0.001, 0.000, 0.000, 0.002, 0.008, 0.000, 0.000, 0.000, -0.003, 0.000, -0.001, 0.000, 0.009, 0.000, 0.000, 0.000, 0.000, 0.000, 0.000, 0.000, -0.002, -0.019, 0.001, 0.000, 0.000, 0.000, 0.000, 0.000, 0.000, 0.000, 0.000, 0.000, 0.000, 0.000, 0.000, 0.000, 0.000, 0.001, 0.000, 0.000, 0.000, 0.000, 0.000, 0.000, 0.459, 0.546, -0.053, 0.064, 0.022, 0.007, -0.006, -0.039, -0.003, 0.001, 0.000, 0.000, 0.000, 0.000, 0.005, 0.000, -0.002, 0.000, 0.000, 0.000, 0.001, 0.000, 0.000, 0.001, 0.000, 0.005, -0.003, 0.000, 0.000, 0.000, 0.000, 0.004, -0.002, -0.003, 0.000, 0.000, 0.000], "s_squared": 3.76, "total_charge": 1, "multiplicity": 4, "homo_energy_ev": [-11.06, -11.06], "e_lumo_ha": [-0.1343, -0.1834]}

{"formula": "CH3O8STl", "method": "wB97M-V/def2-TZVPD", "elements": ["Tl", "S", "O", "O", "O", "O", "O", "C", "O", "O", "H", "O", "H", "H"], "positions_angstrom": [[0.71382, -0.43956, 1.16934], [-1.85846, 1.91431, 0.13155], [-3.10370, 1.65131, 0.74475], [-1.46081, 0.79457, -0.66801], [-1.93348, 3.11521, -0.67318], [-0.87062, 1.99657, 1.21781], [-0.08398, -4.01459, -1.77426], [0.35428, -2.97711, -1.21047], [1.52241, -2.87741, -0.70651], [-0.29669, -1.91240, -1.17950], [0.65935, -4.61620, -1.68980], [2.04229, 2.08263, 1.63485], [1.54021, 2.85947, 1.88116], [2.77543, 2.42326, 1.12231]], "forces_ev_per_a": [[0.2, 0.0, 0.1], [0.8, -0.3, -0.1], [-2.2, 0.0, 1.1], [0.6, -1.3, -1.4], [-0.1, 1.2, -0.6], [0.7, 0.6, 0.9], [-0.6, -1.5, -0.6], [1.2, 2.2, 0.5], [-1.0, 0.3, 0.0], [0.2, 0.3, 0.5], [0.2, -1.3, -0.4], [-0.2, -0.5, -0.1], [-0.2, 0.3, 0.2], [0.4, 0.1, -0.1]], "mulliken_spin": [0.004, -0.171, 0.557, 0.467, 0.579, 0.565, 0.002, 0.092, -0.559, -0.539, -0.001, 0.004, -0.001, 0.000], "s_squared": 1.79, "total_charge": 1, "multiplicity": 2, "homo_energy_ev": [-15.34, -15.80], "e_lumo_ha": [-0.2646, -0.3203]}

{"formula": "C6H8N2O4", "method": "wB97M-V/def2-TZVPD", "elements": ["C", "C", "C", "C", "C", "C", "N", "N", "O", "O", "O", "O", "H", "H", "H", "H", "H", "H", "H", "H"], "positions_angstrom": [[2.28841, 1.56654, -0.41163], [3.09340, 0.43760, -0.47640], [1.04504, 1.25295, 0.15863], [2.14420, -0.70467, -0.25498], [-3.19292, 0.98853, -0.01186], [-3.18023, -1.32186, -0.32427], [-2.68891, 1.93719, 0.37488], [0.97481, -0.06918, 0.33515], [0.10491, 2.00731, 0.62527], [2.45744, -1.85134, 0.48343], [-3.72623, -0.06309, -0.45708], [0.11370, -0.65725, 1.06911], [2.66869, 2.54165, -0.61858], [4.07581, 0.28934, -0.81258], [-3.37855, -1.73309, 0.76297], [-2.12810, -1.35685, -0.53899], [-3.81780, -1.91048, -0.96394], [1.82464, -0.91354, -1.39708], [-0.32712, 1.54438, 1.32277], [1.64882, -1.98412, 1.13519]], "forces_ev_per_a": [[3.4, -0.9, -0.3], [-3.1, 1.1, 0.4], [-0.4, -3.1, 0.5], [-0.6, -1.5, -1.2], [0.5, -0.6, 0.2], [-0.5, -2.5, 2.8], [0.3, 1.3, 0.5], [0.5, 2.6, -0.8], [0.6, 2.1, -0.7], [-1.6, 0.5, 0.9], [-1.8, 1.4, -0.9], [-0.6, -0.9, 0.4], [-0.2, 0.5, -0.1], [1.0, 0.2, -0.5], [0.6, 0.9, -1.9], [0.4, 0.0, -0.2], [0.4, -0.5, -0.4], [0.6, -0.2, 2.2], [-1.2, -0.9, 1.0], [1.8, 0.5, -1.7]], "nbo_charge": [-0.270, -0.164, 0.462, 0.197, 0.567, -0.239, -0.444, 0.024, -0.608, -0.708, -0.480, -0.624, 0.240, 0.231, 0.185, 0.210, 0.200, 0.192, 0.518, 0.511], "smiles": "[O-][N+]1=C(O)C=C[C@H]1O.COC#N", "e_above_lowest_ev": 6.521, "homo_energy_ev": [-8.18, -8.18], "e_lumo_ha": [-0.0040, -0.0040]}

{"formula": "C5H11O2", "method": "wB97M-V/def2-TZVPD", "elements": ["C", "C", "C", "H", "H", "H", "H", "H", "H", "H", "H", "C", "C", "O", "O", "H", "H", "H"], "positions_angstrom": [[0.36450, -0.91415, 0.95388], [1.40854, -1.92967, 1.34657], [-0.40320, -0.21994, 2.10544], [-0.39820, -1.34651, 0.30723], [0.76241, -0.12650, 0.31717], [1.99319, -2.14986, 0.44991], [2.11928, -1.60426, 2.10771], [0.25237, 0.00680, 2.94905], [1.00938, -2.89660, 1.66253], [-1.25125, -0.81411, 2.44395], [-0.77863, 0.71891, 1.69952], [-1.21172, 2.07075, -2.27414], [-0.07701, 0.99235, -2.37256], [1.09719, 1.40736, -2.40931], [-0.51064, -0.18213, -2.44015], [-0.79343, 3.02363, -1.95827], [-2.00247, 1.74526, -1.59890], [-1.58032, 2.21867, -3.28961]], "forces_ev_per_a": [[-1.0, 0.7, 0.4], [0.4, -0.5, -0.6], [0.4, -0.1, -0.5], [0.1, -0.3, -0.1], [0.5, -0.1, 0.0], [0.1, -0.1, 0.0], [-0.1, 0.3, 0.1], [0.0, 0.0, 0.1], [-0.2, 0.1, 0.2], [0.0, 0.0, 0.2], [-0.2, 0.1, 0.2], [0.8, 0.0, -0.1], [-0.8, 0.0, 0.0], [0.2, 0.0, 0.1], [0.2, -0.1, 0.1], [0.0, 0.1, 0.2], [-0.1, 0.0, -0.2], [-0.3, -0.1, 0.0]], "nbo_charge": [-0.415, -0.608, -0.605, 0.221, 0.232, 0.217, 0.186, 0.182, 0.186, 0.186, 0.212, -0.744, 0.764, -0.789, -0.804, 0.188, 0.193, 0.196], "total_charge": -1, "e_above_lowest_ev": 0.237, "homo_energy_ev": -3.88, "e_lumo_ha": 0.1364}

Asked for max |F| across the records above, the calculation gives 2.06 2.56 3.76 1.26 eV/Å in order.